The following is a DFT calculation (the ωB97M-V functional and the def2-TZVPD basis) of a molecular structure, C34H38ClFN7O6S3 at a distorted geometry.

## Properties
total charge: -1
LUMO level: 2.00 eV
orbital gap: 8.798 eV
DFT total energy: -106337.131 eV

Cartesian coordinates (Å):
O -1.12 -4.49 2.41
S -2.40 -5.05 2.10
O -3.44 -4.19 1.63
Cl -3.10 -5.92 3.83
C -2.23 -6.44 0.99
C -1.34 -7.56 1.52
C 0.16 -7.32 1.34
C 0.55 -7.60 -0.12
S 2.22 -7.02 -0.49
O 2.80 -6.56 0.74
O 2.88 -8.14 -1.13
N 2.11 -5.86 -1.62
S 1.37 -4.54 -1.21
O 2.24 -3.47 -0.83
O 0.19 -4.70 -0.40
F 0.82 -4.11 -2.63
H -1.89 -6.00 0.05
H -3.26 -6.79 0.87
H -1.59 -7.74 2.57
H -1.61 -8.47 0.99
H 0.45 -6.32 1.64
H 0.70 -8.05 1.96
H 0.58 -8.67 -0.27
H -0.14 -7.13 -0.81
N -1.35 1.00 3.25
C -0.05 0.92 2.94
C 0.51 -0.13 2.24
C -0.31 -1.16 1.82
C -1.66 -1.10 2.12
C -2.13 0.00 2.83
H 0.56 1.75 3.29
H 1.57 -0.14 2.03
H 0.09 -2.01 1.27
H -2.33 -1.88 1.81
H -3.18 0.09 3.09
N 0.15 6.97 5.38
C 1.45 6.90 5.08
C 2.02 5.85 4.38
C 1.21 4.81 3.97
C -0.14 4.86 4.27
C -0.62 5.96 4.97
H 2.06 7.73 5.42
H 3.08 5.85 4.16
H 1.62 3.97 3.42
H -0.82 4.07 3.96
H -1.67 6.04 5.22
N 3.73 1.76 -3.46
C 4.23 0.99 -2.49
C 3.49 0.04 -1.81
C 2.16 -0.14 -2.16
C 1.63 0.64 -3.16
C 2.45 1.57 -3.78
H 5.27 1.16 -2.25
H 3.95 -0.56 -1.03
H 1.56 -0.89 -1.65
H 0.59 0.53 -3.47
H 2.07 2.20 -4.58
N 2.77 -3.79 -7.10
C 2.95 -2.80 -7.98
C 3.08 -1.47 -7.63
C 3.02 -1.13 -6.29
C 2.83 -2.14 -5.36
C 2.71 -3.45 -5.81
H 3.00 -3.11 -9.02
H 3.23 -0.72 -8.40
H 3.11 -0.10 -5.98
H 2.77 -1.92 -4.30
H 2.57 -4.26 -5.11
N -2.87 11.71 3.72
C -2.47 10.70 4.49
C -1.73 9.62 4.04
C -1.40 9.58 2.69
C -1.81 10.61 1.87
C -2.54 11.65 2.43
H -2.75 10.77 5.54
H -1.43 8.83 4.71
H -0.83 8.75 2.30
H -1.58 10.62 0.81
H -2.88 12.48 1.82
N -1.74 -0.27 -2.38
C -2.18 -0.02 -1.15
C -3.49 -0.22 -0.74
C -4.39 -0.73 -1.66
C -3.95 -1.01 -2.95
C -2.62 -0.76 -3.25
H -1.44 0.37 -0.46
H -3.78 0.00 0.27
H -5.42 -0.90 -1.38
H -4.63 -1.40 -3.70
H -2.24 -0.97 -4.25